Entry 1:
C5H12O2 | ωB97M-V/def2-TZVPD

Bonds (Å) are listed after each position.
CARTESIAN COORDINATES (ANGSTROEM)
1 O 2.2834 -0.2848 -0.9043  H12 0.965, H18 0.969
2 O 0.6807 -0.1507 3.3728  C5 1.449, H8 0.960
3 C -1.6840 0.0721 -0.7552  C4 1.506, C6 1.526, H15 1.087, H19 1.093
4 C -0.4224 0.3455 0.0204  C3 1.506, C7 1.328, H14 1.100
5 C 1.0972 0.1399 2.0155  O2 1.449, C7 1.488, H13 1.088, H17 1.093
6 C -1.4252 -0.2266 -2.2295  C3 1.526, H9 1.090, H10 1.087, H11 1.092
7 C -0.0227 -0.2704 1.1264  C4 1.328, C5 1.488, H16 1.092
8 H 1.0713 0.5204 3.9367  O2 0.960
9 H -2.2900 -0.6201 -2.7643  C6 1.090
10 H -1.1217 0.6730 -2.7591  C6 1.087
11 H -0.6280 -0.9684 -2.3082  C6 1.092
12 H 2.6339 -0.6185 -1.7392  O1 0.965
13 H 2.0198 -0.3993 1.8124  C5 1.088
14 H -0.0872 1.3930 -0.0084  C4 1.100
15 H -2.3465 0.9249 -0.6301  C3 1.087
16 H -0.4160 -1.2754 1.2962  C7 1.092
17 H 1.1961 1.2267 1.9641  C5 1.093
18 H 1.5808 0.3229 -1.1791  O1 0.969
19 H -2.1198 -0.8040 -0.2671  C3 1.093

Gap between HOMO and LUMO: 10.24 eV
E_LUMO: 0.02963 Ha
Energy relative to the best compared isomer or geometry (same formula, charge and spin): 42.3 kcal/mol
Electronic energy: -9473.3000 eV
Net charge: 0

Entry 2:
C37H80N6O5 | ωB97M-V/def2-TZVPD

Bonds (Å) are listed after each position.
CARTESIAN COORDINATES (ANGSTROEM)
1 O 2.6395 -7.6371 -4.7033  N6 1.358, H90 0.960
2 O 3.5965 -1.2498 3.6818  C30 1.229
3 O 0.8810 -0.1868 1.9579  N8 1.394, H87 0.960
4 O -1.7781 -0.0977 2.6647  N11 1.385, H93 0.960
5 O 0.5921 8.2987 -2.9270  N7 1.399, H101 0.960
6 N 2.2864 -7.5619 -3.3937  O1 1.358, C13 1.473, C42 1.405
7 N -0.3878 7.3127 -3.0845  O5 1.399, C41 1.486, C43 1.512
8 N 1.3715 -0.0386 0.6616  O3 1.394, C29 1.514, C33 1.485
9 N 3.0070 -2.3133 5.4884  C30 1.249, H74 1.010, H108 1.010
10 N 1.8644 -2.7582 3.8570  C30 1.304, H69 1.010, H75 1.010
11 N -2.5194 0.2188 3.7912  O4 1.385, C25 1.451, C32 1.462
12 C 0.1275 2.2056 0.3159  C33 1.573, H80 1.090, H83 1.090, H111 1.090
13 C 1.3094 -8.5341 -2.8746  N6 1.473, C15 1.525, C24 1.580, C46 1.591
14 C 1.2043 -5.3536 -3.8248  C42 1.617, H72 1.090, H112 1.090, H126 1.090
15 C 1.8951 -9.9207 -3.1203  C13 1.525, H64 1.090, H67 1.090, H96 1.090
16 C -3.4583 1.8242 6.0888  C21 1.541, C28 1.489, H70 1.090, H127 1.090
17 C 3.6621 -5.6148 -3.1420  C42 1.582, H53 1.090, H107 1.090, H125 1.090
18 C -0.5069 0.7042 5.2744  C32 1.562, H63 1.090, H105 1.090, H114 1.090
19 C 2.0045 1.5727 -1.0456  C33 1.493, C34 1.519, H91 1.090, H98 1.090
20 C -0.7655 -0.9908 -0.4152  C29 1.582, H55 1.090, H99 1.090, H119 1.090
21 C -4.2025 1.8482 4.7393  C16 1.541, C25 1.643, H51 1.090, H122 1.090
22 C -1.8880 7.9646 -1.1388  C43 1.540, H61 1.090, H100 1.090, H124 1.090
23 C -1.7090 -1.4426 5.3452  C32 1.524, H50 1.090, H57 1.090, H120 1.090
24 C 1.0526 -8.4431 -1.3178  C13 1.580, C36 1.548, H73 1.090, H84 1.090
25 C -3.2045 1.4627 3.4929  N11 1.451, C21 1.643, C27 1.535, C47 1.532
26 C 0.5157 5.7052 -1.2915  C41 1.572, H58 1.090, H59 1.090, H128 1.090
27 C -4.0552 1.1827 2.2460  C25 1.535, H85 1.090, H110 1.090, H117 1.090
28 C -2.8742 0.4695 6.2920  C16 1.489, C32 1.578, H77 1.090, H121 1.090
29 C 0.8161 -0.9431 -0.4180  N8 1.514, C20 1.582, C38 1.568, C44 1.558
30 C 2.8868 -2.0615 4.2707  O2 1.229, N9 1.249, N10 1.304
31 C 2.6088 2.0794 1.2532  C33 1.596, H88 1.090, H115 1.090, H116 1.090
32 C -1.9151 0.0489 5.1116  N11 1.462, C18 1.562, C23 1.524, C28 1.578
33 C 1.4832 1.4079 0.3432  N8 1.485, C12 1.573, C19 1.493, C31 1.596
34 C 1.1980 0.9175 -2.1531  C19 1.519, C38 1.463, H60 1.090, H92 1.090
35 C 1.9276 -6.2313 -1.4131  C36 1.490, C42 1.546, H54 1.090, H71 1.090
36 C 0.8244 -7.0089 -0.7812  C24 1.548, C35 1.490, H102 1.090, H104 1.090
37 C -2.1553 5.1875 -2.7648  C40 1.536, C45 1.590, H66 1.090, H76 1.090
38 C 1.2607 -0.5145 -1.8588  C29 1.568, C34 1.463, H95 1.090, H109 1.090
39 C 1.3969 5.6021 -3.6844  C41 1.546, H65 1.090, H81 1.090, H103 1.090
40 C -0.7646 4.8789 -3.3392  C37 1.536, C41 1.537, H82 1.090, H97 1.090
41 C 0.1789 5.9675 -2.8049  N7 1.486, C26 1.572, C39 1.546, C40 1.537
42 C 2.2226 -6.2368 -2.9310  N6 1.405, C14 1.617, C17 1.582, C35 1.546
43 C -1.7588 7.7926 -2.6640  N7 1.512, C22 1.540, C45 1.550, C48 1.535
44 C 1.3124 -2.4040 -0.2027  C29 1.558, H56 1.090, H78 1.090, H118 1.090
45 C -2.6749 6.6398 -3.1494  C37 1.590, C43 1.550, H49 1.090, H89 1.090
46 C -0.0983 -8.3289 -3.5868  C13 1.591, H86 1.090, H106 1.090, H123 1.090
47 C -2.3495 2.7005 3.2041  C25 1.532, H52 1.090, H62 1.090, H94 1.090
48 C -1.9327 9.0949 -3.4583  C43 1.535, H68 1.090, H79 1.090, H113 1.090
49 H -2.7653 6.8570 -4.2137  C45 1.090
50 H -0.7592 -1.7229 4.8896  C23 1.090
51 H -4.6453 2.8438 4.7084  C21 1.090
52 H -2.5541 3.6037 3.7790  C47 1.090
53 H 3.8530 -4.7065 -2.5704  C17 1.090
54 H 2.8114 -6.2843 -0.7774  C35 1.090
55 H -1.2100 -1.6237 -1.1832  C20 1.090
56 H 0.6857 -3.1048 -0.7543  C44 1.090
57 H -1.7581 -1.7970 6.3748  C23 1.090
58 H 1.5068 5.2603 -1.2028  C26 1.090
59 H -0.2314 5.1038 -0.7734  C26 1.090
60 H 1.5678 1.1702 -3.1468  C34 1.090
61 H -1.5143 7.0843 -0.6158  C22 1.090
62 H -2.5611 3.2130 2.2657  C47 1.090
63 H -0.0979 0.4932 6.2625  C18 1.090
64 H 2.8484 -10.0730 -2.6142  C15 1.090
65 H 2.1716 6.2188 -3.2288  C39 1.090
66 H -2.3618 4.9167 -1.7293  C37 1.090
67 H 1.2942 -10.7430 -2.7319  C15 1.090
68 H -2.9987 9.2365 -3.6363  C48 1.090
69 H 1.5313 -2.8520 2.9082  N10 1.010
70 H -2.6368 2.4929 6.3460  C16 1.090
71 H 1.5006 -5.2620 -1.1558  C35 1.090
72 H 0.7126 -5.9145 -4.6195  C14 1.090
73 H 0.0995 -8.9543 -1.1825  C24 1.090
74 H 3.8063 -1.8880 5.9360  N9 1.010
75 H 1.4595 -3.2142 4.6622  N10 1.010
76 H -2.8760 4.6068 -3.3405  C37 1.090
77 H -3.7299 -0.2036 6.2401  C28 1.090
78 H 1.3090 -2.7206 0.8403  C44 1.090
79 H -1.6452 9.9768 -2.8857  C48 1.090
80 H 0.3822 3.2328 0.0551  C12 1.090
81 H 1.4167 6.0249 -4.6889  C39 1.090
82 H -0.4493 3.9459 -2.8720  C40 1.090
83 H -0.6147 1.8984 -0.4209  C12 1.090
84 H 1.9659 -8.7964 -0.8392  C24 1.090
85 H -4.7245 2.0350 2.1290  C27 1.090
86 H -0.5837 -7.3530 -3.5955  C46 1.090
87 H 1.5930 -0.4918 2.5250  O3 0.960
88 H 2.9440 1.5783 2.1613  C31 1.090
89 H -3.6186 6.8130 -2.6321  C45 1.090
90 H 3.5955 -7.6957 -4.6382  O1 0.960
91 H 3.0362 1.2410 -1.1630  C19 1.090
92 H 0.1706 1.2795 -2.1151  C34 1.090
93 H -1.0883 0.5680 2.6128  O4 0.960
94 H -1.2781 2.5169 3.1230  C47 1.090
95 H 2.2104 -0.9868 -2.1099  C38 1.090
96 H 1.9479 -10.2119 -4.1693  C15 1.090
97 H -0.9599 4.8903 -4.4115  C40 1.090
98 H 2.1364 2.6394 -1.2274  C19 1.090
99 H -1.1927 0.0115 -0.3826  C20 1.090
100 H -1.1998 8.6821 -0.6918  C22 1.090
101 H 1.1166 8.2542 -3.7298  O5 0.960
102 H 0.8511 -7.0598 0.3073  C36 1.090
103 H 1.8055 4.5945 -3.6078  C39 1.090
104 H -0.1792 -6.6934 -1.0665  C36 1.090
105 H 0.1749 0.5129 4.4457  C18 1.090
106 H -0.7669 -9.0599 -3.1322  C46 1.090
107 H 3.8206 -5.4086 -4.2005  C17 1.090
108 H 2.4325 -2.9798 5.9842  N9 1.010
109 H 0.5746 -1.0663 -2.5013  C38 1.090
110 H -3.4894 1.0592 1.3226  C27 1.090
111 H -0.2620 2.2718 1.3318  C12 1.090
112 H 1.8302 -4.6902 -4.4217  C14 1.090
113 H -1.4390 9.2284 -4.4208  C48 1.090
114 H -0.6304 1.7866 5.2391  C18 1.090
115 H 2.1045 2.8385 1.8511  C31 1.090
116 H 3.4277 2.4032 0.6108  C31 1.090
117 H -4.5994 0.2563 2.4296  C27 1.090
118 H 2.3510 -2.5247 -0.5105  C44 1.090
119 H -1.2336 -1.5285 0.4093  C20 1.090
120 H -2.4576 -2.1055 4.9114  C23 1.090
121 H -2.4991 0.4686 7.3154  C28 1.090
122 H -5.0685 1.1963 4.8540  C21 1.090
123 H 0.0179 -8.5557 -4.6466  C46 1.090
124 H -2.9260 8.2381 -0.9495  C22 1.090
125 H 4.4098 -6.3520 -2.8496  C17 1.090
126 H 0.4435 -4.7611 -3.3167  C14 1.090
127 H -4.0543 1.9897 6.9863  C16 1.090
128 H 0.6154 6.6374 -0.7356  C26 1.090

Gap between HOMO and LUMO (spin up / spin down): 6.33 / 2.15 eV
<S²>: 0.754
E_LUMO (spin up / spin down): -0.09634 / -0.25010 Ha
Electronic energy: -58827.8169 eV
Net charge: +1
2S+1: 2

Among the records above, which one has the highest electronic energy?
C5H12O2